The following is a DFT calculation (the ωB97M-V functional and the def2-TZVPD basis) of the molecule C4H2O2.

```
8
Properties=species:S:1:pos:R:3:forces:R:3:nbo_charge:R:1
O 2.7311 -0.6440 -1.6092 -1.6 -0.6 1.1 -0.446
C 1.7281 -0.8529 -1.0156 1.2 0.4 -1.0 0.664
C 0.5224 -1.0109 -0.5734 -0.4 -0.1 0.2 -0.395
C -0.4839 -0.6731 0.1683 0.7 0.5 0.1 0.098
C -1.2106 0.1735 0.8796 0.3 -0.5 -0.3 0.029
O -1.1178 1.4923 0.4827 -0.2 -0.1 0.2 -0.653
H -1.8454 -0.0328 1.7405 0.2 0.1 -0.5 0.220
H -0.3239 1.5478 -0.0729 -0.3 0.2 0.1 0.483
```
Positions in Å, forces in eV/Å.

Computed properties:
LUMO: -1.0464 eV
2S+1: 1
calculated total energy: -303.96350 hartree
SMILES: O=C=C=C=CO
energy above the lowest of the compared OMol25 structures with the same formula, charge and spin: 121.6 kJ/mol